Entry 1:
# C11H9ClO2S

One molecule with the formula C11H9ClO2S at a distorted geometry (ωB97M-V/def2-TZVPD, the Open Molecules 2025 dataset).

Summary:
ΔE to the lowest compared entry with this formula, charge and spin: 0.000 eV
LUMO: 0.5 eV
Structure (SMILES): CSC1=C(Cl)C(=O)O[C@H]1c1ccccc1
Calculated total energy: -39005.103 eV
Maximum force: 3.9 eV/A
HOMO-LUMO gap: 9.36 eV

The geometry in ORCA input format:
```
! wB97M-V def2-TZVPD RIJCOSX def2/J DEFGRID3
* xyz 0 1
C 2.17 -2.29 1.64
C 2.58 -1.44 0.64
C 0.83 -2.62 1.77
C 1.67 -0.91 -0.25
C -0.09 -2.09 0.88
C 0.32 -1.24 -0.14
C -0.64 1.74 -1.59
C -1.03 1.03 -0.53
C -0.16 0.89 -2.71
C -0.68 -0.65 -1.07
C -2.16 3.01 1.00
O 0.24 1.25 -3.78
O -0.22 -0.42 -2.36
S -1.70 1.24 1.02
Cl -0.60 3.44 -1.84
H 2.89 -2.71 2.33
H 3.63 -1.18 0.54
H 0.50 -3.28 2.55
H 1.99 -0.26 -1.05
H -1.14 -2.34 0.97
H -1.64 -1.17 -1.07
H -2.76 3.21 0.12
H -1.26 3.62 1.00
H -2.73 3.17 1.91
*
```

Formally, the Mulliken partial charges of the atoms, in units of the elementary charge, are as follows:
1. C -0.41
2. C -0.61
3. C -0.57
4. C -0.39
5. C -0.29
6. C 0.57
7. C 0.48
8. C 0.14
9. C 0.18
10. C -0.41
11. C -0.96
12. O -0.56
13. O -0.36
14. S 0.03
15. Cl -0.16
16. H 0.38
17. H 0.39
18. H 0.38
19. H 0.35
20. H 0.38
21. H 0.49
22. H 0.31
23. H 0.31
24. H 0.37

Entry 2:
# C16H16N5O9S3Sr

C16H16N5O9S3Sr as an isolated structure at a distorted geometry (ωB97M-V/def2-TZVPD, the Open Molecules 2025 dataset).

Summary:
LUMO: 1.8 eV
Calculated total energy: -76081.321 eV
Maximum force: 1.5 eV/A
HOMO-LUMO gap: 5.69 eV

The geometry in ORCA input format:
```
! wB97M-V def2-TZVPD RIJCOSX def2/J DEFGRID3
* xyz -1 1
Sr 1.44 0.55 0.00
O -3.22 -0.12 0.89
C -2.16 0.33 0.18
O -1.59 1.36 0.41
C -1.76 -0.62 -0.92
C -2.55 -1.66 -1.37
C -2.03 -2.48 -2.37
C -0.75 -2.26 -2.84
C -0.02 -1.19 -2.31
N -0.55 -0.37 -1.40
C 1.40 -0.85 -2.72
O 1.84 -1.54 -3.78
O 1.86 0.25 -2.42
H -3.34 0.52 1.61
H -3.53 -1.83 -0.94
H -2.61 -3.30 -2.76
H -0.28 -2.89 -3.58
H 2.83 -1.64 -3.67
C -0.71 -3.50 1.08
C -0.67 -2.33 1.99
N -0.02 -1.20 1.77
C -0.26 -0.41 2.87
C -1.06 -1.07 3.75
N -1.30 -2.29 3.18
C -1.68 -0.77 5.07
O -1.48 0.43 5.55
O -2.35 -1.62 5.62
C 0.35 0.95 3.01
O 0.02 1.62 4.02
O 1.14 1.28 2.11
H 0.05 -3.38 0.31
H -1.69 -3.60 0.61
H -0.50 -4.42 1.63
H -1.86 -3.01 3.62
H -0.91 0.99 4.89
S 4.69 -2.32 -2.41
C 3.80 -1.65 -1.14
S 2.18 -2.30 -0.82
S 4.28 -0.28 -0.24
C 2.04 5.47 -0.99
N 1.21 4.74 -1.92
C 0.90 3.44 -1.66
N 0.00 2.84 -2.49
O 1.42 2.87 -0.70
H 2.17 6.48 -1.37
H 3.02 5.00 -0.91
H 1.59 5.51 0.00
H 0.62 5.25 -2.56
H -0.04 3.19 -3.43
H 0.02 1.82 -2.44
*
```

Formally, the Mulliken partial charges of the atoms, in units of the elementary charge, are as follows:
1. Sr 1.81
2. O -0.49
3. C 0.23
4. O -0.49
5. C 0.16
6. C -0.77
7. C -0.33
8. C -0.94
9. C 0.38
10. N 0.49
11. C 0.08
12. O -0.46
13. O -0.70
14. H 0.40
15. H 0.57
16. H 0.42
17. H 0.54
18. H 0.33
19. C -1.13
20. C 0.28
21. N 0.09
22. C 0.38
23. C 0.00
24. N 0.04
25. C 0.48
26. O -0.59
27. O -0.67
28. C 0.35
29. O -0.88
30. O -0.87
31. H 0.02
32. H 0.22
33. H 0.49
34. H 0.23
35. H 0.47
36. S -0.45
37. C 0.20
38. S -0.35
39. S -0.39
40. C -0.83
41. N -0.23
42. C 0.50
43. N -0.41
44. O -0.67
45. H 0.34
46. H 0.24
47. H 0.27
48. H 0.23
49. H 0.24
50. H 0.20

Entry 3:
# C8H12

An isolated ion of composition C8H12 and charge -1 at a distorted geometry (ωB97M-V/def2-TZVPD, the Open Molecules 2025 dataset).

Summary:
ΔE to the lowest compared entry with this formula, charge and spin: 1.241 eV
LUMO (spin up / spin down): 4.1 / 4.1 eV
Calculated total energy: -8487.524 eV
Maximum force: 1.2 eV/A
HOMO-LUMO gap (spin up / spin down): 4.34 / 6.72 eV
Expectation value of S²: 0.7718

The geometry in ORCA input format:
```
! wB97M-V def2-TZVPD RIJCOSX def2/J DEFGRID3
* xyz -1 2
C -0.38 -0.68 2.03
C -0.70 -1.27 0.66
C 0.16 -0.75 -0.48
C 0.15 -1.35 -1.68
C 2.15 0.66 0.02
C 0.82 0.58 -0.36
C 0.05 1.72 -0.76
C -1.33 1.76 -1.02
H -0.09 0.36 1.96
H 0.33 -1.26 2.62
H -1.26 -0.76 2.68
H -1.77 -1.08 0.51
H -0.51 -2.34 0.66
H -0.51 -2.16 -2.02
H 0.80 -1.06 -2.49
H 2.46 1.66 0.30
H 2.91 -0.09 -0.19
H 0.57 2.68 -0.73
H -1.84 0.81 -0.86
H -2.02 2.57 -0.83
*
```

Formally, the Mulliken partial charges of the atoms, in units of the elementary charge, are as follows:
1. C -1.24
2. C -0.33
3. C 0.21
4. C -1.04
5. C -1.02
6. C 0.19
7. C -0.36
8. C -0.83
9. H 0.34
10. H 0.28
11. H 0.34
12. H 0.32
13. H 0.32
14. H 0.29
15. H 0.30
16. H 0.28
17. H 0.24
18. H 0.26
19. H 0.23
20. H 0.21

Entry 4:
# C3H9PS

A 2-piece molecular cluster, C3H9PS overall at a distorted geometry (ωB97M-V/def2-TZVPD, the Open Molecules 2025 dataset).

Summary:
ΔE to the lowest compared entry with this formula, charge and spin: 1.946 eV
LUMO: 0.3 eV
Structure (SMILES): C/C=P\S.C
Calculated total energy: -23379.048 eV
Maximum force: 5.1 eV/A
HOMO-LUMO gap: 9.10 eV

The geometry in ORCA input format:
```
! wB97M-V def2-TZVPD RIJCOSX def2/J DEFGRID3
* xyz 0 1
C -1.64 2.91 -0.06
C 1.88 -3.21 -0.62
C -1.45 1.48 -0.42
P -0.82 0.24 0.51
S 0.37 0.70 2.14
H -2.06 3.45 -0.85
H -2.29 2.99 0.85
H -0.75 3.40 0.29
H 2.37 -3.97 -1.05
H 1.03 -3.10 -1.21
H 2.07 -3.16 0.40
H -2.18 1.06 -1.06
H 2.48 -2.25 -0.89
H 0.99 -0.54 1.97
*
```

Formally, the Mulliken partial charges of the atoms, in units of the elementary charge, are as follows:
1. C -1.03
2. C -1.18
3. C -0.12
4. P 0.02
5. S -0.27
6. H 0.34
7. H 0.26
8. H 0.33
9. H 0.36
10. H 0.29
11. H 0.28
12. H 0.30
13. H 0.25
14. H 0.16

Entry 5:
# C37H38ClFN4O11P3RbS3

C37H38ClFN4O11P3RbS3 as an isolated structure (ωB97M-V/def2-TZVPD, the Open Molecules 2025 dataset).

Summary:
ΔE to the lowest compared entry with this formula, charge and spin: 0.010 eV
LUMO: 3.2 eV
Calculated total energy: -143750.806 eV
Maximum force: 0.8 eV/A
HOMO-LUMO gap: 6.67 eV

The geometry in ORCA input format:
```
! wB97M-V def2-TZVPD RIJCOSX def2/J DEFGRID3
* xyz -2 1
Rb -1.09 0.21 -0.08
C 2.56 -3.95 -4.27
C 1.41 -4.70 -3.60
S 0.80 -3.85 -2.11
C -0.97 -3.70 -2.43
C -1.36 -2.81 -3.59
S -0.93 -1.07 -3.32
C 0.27 -0.70 -4.61
C 1.69 -1.22 -4.38
S 2.11 -2.65 -5.44
H 3.15 -4.65 -4.87
H 3.24 -3.54 -3.52
H 1.75 -5.70 -3.32
H 0.58 -4.82 -4.30
H -1.40 -3.30 -1.50
H -1.39 -4.70 -2.56
H -2.45 -2.85 -3.68
H -0.91 -3.14 -4.53
H 0.27 0.39 -4.66
H -0.11 -1.06 -5.57
H 1.82 -1.51 -3.34
H 2.42 -0.43 -4.59
Cl 0.79 -2.88 1.21
C 1.20 -2.91 2.90
C 1.56 -4.15 3.43
C 1.89 -4.25 4.77
C 1.87 -3.12 5.57
C 1.51 -1.90 5.03
C 1.17 -1.76 3.68
P 0.65 -0.15 2.93
C 0.00 0.66 4.42
C 0.70 1.56 5.21
C 0.11 2.12 6.33
C -1.19 1.78 6.67
C -1.91 0.89 5.88
C -1.31 0.34 4.75
C 2.31 0.61 2.71
C 3.51 -0.07 2.90
C 4.72 0.55 2.63
C 4.75 1.85 2.15
C 3.55 2.53 1.94
C 2.34 1.92 2.21
H 1.56 -5.02 2.78
H 2.17 -5.21 5.18
H 2.13 -3.19 6.62
H 1.49 -1.02 5.66
H 1.72 1.84 4.95
H 0.66 2.83 6.93
H -1.66 2.23 7.54
H -2.93 0.65 6.11
H -1.88 -0.32 4.11
H 3.51 -1.09 3.27
H 5.65 0.01 2.80
H 5.69 2.34 1.93
H 3.55 3.54 1.54
H 1.40 2.43 2.03
O -0.05 3.89 0.18
P -1.17 3.44 1.28
O -1.41 4.52 2.25
O -0.75 2.07 1.74
O -2.50 3.22 0.32
P -2.70 3.09 -1.28
O -2.00 4.53 -1.72
O -4.14 3.10 -1.59
O -1.82 1.99 -1.81
H -0.47 4.41 -0.52
H -1.82 4.50 -2.67
N 3.88 0.31 -0.75
C 2.66 -0.32 -0.74
N 1.70 0.42 -1.20
C 2.29 1.63 -1.53
C 1.70 2.78 -2.03
C 2.53 3.87 -2.25
C 3.91 3.81 -1.97
C 4.50 2.67 -1.46
C 3.67 1.58 -1.25
H 4.71 -0.03 -0.29
H 2.54 -1.32 -0.35
H 0.63 2.81 -2.20
H 2.11 4.79 -2.62
H 4.51 4.69 -2.14
H 5.56 2.64 -1.23
F -4.76 0.84 -4.96
C -5.37 0.51 -3.81
C -4.67 0.35 -2.67
N -5.27 0.02 -1.49
C -4.41 -0.25 -0.34
C -3.57 -1.55 -0.53
O -3.72 -2.20 -1.58
O -2.77 -1.78 0.41
C -6.62 -0.14 -1.39
O -7.22 -0.44 -0.37
N -7.31 0.07 -2.57
C -6.81 0.38 -3.83
O -7.55 0.51 -4.79
H -3.60 0.48 -2.64
H -5.05 -0.38 0.53
H -3.80 0.63 -0.16
H -8.31 -0.04 -2.51
*
```

Formally, the Mulliken partial charges of the atoms, in units of the elementary charge, are as follows:
1. Rb 0.80
2. C -0.59
3. C -0.87
4. S 0.04
5. C -0.36
6. C -1.12
7. S 0.55
8. C -1.26
9. C 0.27
10. S -0.22
11. H 0.40
12. H 0.27
13. H 0.52
14. H 0.27
15. H -0.01
16. H 0.57
17. H 0.45
18. H 0.53
19. H 0.25
20. H 0.60
21. H -0.60
22. H 0.54
23. Cl 0.21
24. C 0.37
25. C -0.81
26. C -0.47
27. C -0.83
28. C -0.10
29. C -0.66
30. P 0.97
31. C 0.23
32. C 0.01
33. C -0.70
34. C -0.43
35. C -0.59
36. C -0.70
37. C 0.64
38. C -0.45
39. C -0.81
40. C -0.67
41. C -0.49
42. C -0.05
43. H 0.47
44. H 0.35
45. H 0.40
46. H 0.43
47. H 0.35
48. H 0.38
49. H 0.35
50. H 0.39
51. H 0.40
52. H 0.33
53. H 0.35
54. H 0.34
55. H 0.45
56. H -0.10
57. O -0.37
58. P 0.28
59. O -0.93
60. O 0.23
61. O -0.28
62. P 0.15
63. O -0.61
64. O -0.72
65. O -0.08
66. H 0.39
67. H 0.30
68. N 0.17
69. C -1.06
70. N 0.62
71. C 0.29
72. C -0.17
73. C -0.49
74. C -0.57
75. C -0.98
76. C 0.02
77. H 0.30
78. H 0.41
79. H 0.37
80. H 0.43
81. H 0.37
82. H 0.43
83. F -0.35
84. C 0.11
85. C -0.07
86. N 0.38
87. C -0.15
88. C 0.31
89. O -0.70
90. O -0.78
91. C 0.50
92. O -0.73
93. N -0.04
94. C 0.25
95. O -0.73
96. H 0.78
97. H 0.29
98. H -0.34
99. H 0.22

Entry 6:
# C5H7NO

C5H7NO as an isolated structure (ωB97M-V/def2-TZVPD, the Open Molecules 2025 dataset).

Summary:
ΔE to the lowest compared entry with this formula, charge and spin: 4.948 eV
LUMO: 0.6 eV
Calculated total energy: -8831.255 eV
Maximum force: 0.6 eV/A
HOMO-LUMO gap: 10.10 eV

The geometry in ORCA input format:
```
! wB97M-V def2-TZVPD RIJCOSX def2/J DEFGRID3
* xyz 0 1
O 2.16 -0.13 -0.95
C 1.60 0.03 0.11
C 0.51 1.04 0.35
C -0.92 0.83 -0.04
C -1.29 -0.62 0.03
C -0.79 -0.68 1.26
N -0.49 0.76 1.39
H 0.47 -0.72 -2.21
H 1.92 -0.54 1.01
H 0.85 2.07 0.35
H -1.54 1.66 -0.37
H -0.23 -0.94 -2.32
H -1.75 -1.31 -0.67
H -0.54 -1.44 1.99
*
```

Formally, the Mulliken partial charges of the atoms, in units of the elementary charge, are as follows:
1. O -0.46
2. C -0.10
3. C 0.28
4. C -0.25
5. C -0.26
6. C -0.58
7. N -0.52
8. H -0.04
9. H 0.35
10. H 0.39
11. H 0.34
12. H 0.05
13. H 0.44
14. H 0.37